(1)
Below is a cluster of 6 separate species, C6H26N2O5 in total in a non-equilibrium geometry, with properties calculated with ωB97M-V/def2-TZVPD.

Summary:
Kohn-Sham gap: 9.66 eV
Structure (SMILES): CC(C)CNCCN.O.O.O.O.O
ΔE to the lowest compared entry with this formula, charge and spin: 81.01 kcal per mole
LUMO level: 0.0154 Eh
E_HOMO: -9.24 eV

Last column: natural (NBO) charge in e.
Atoms and positions in Å:
C 2.2869 0.5734 -0.3622  -0.26
N 1.2247 -0.3919 -0.3899  -0.69
C 1.4192 -1.4249 0.6276  -0.20
C 0.1497 -2.3268 0.6679  -0.22
C -0.9291 -2.0452 1.7715  -0.63
C 0.3564 -3.8166 0.7074  -0.60
C 1.9804 1.9512 0.1210  -0.21
N 1.2395 2.7510 -0.8380  -0.84
H 2.6242 0.7018 -1.3517  0.18
H 3.2564 0.3877 0.1622  0.21
H 0.2936 0.1090 -0.6108  0.41
H 2.3732 -1.8932 0.3771  0.19
H 1.5123 -1.1034 1.5939  0.17
H -0.3919 -2.1000 -0.3636  0.20
H -1.9965 -2.1653 1.2743  0.24
H -0.8691 -2.6590 2.6071  0.20
H -1.0463 -0.9869 2.1115  0.22
H 0.6526 -4.1919 1.6825  0.20
H -0.3628 -4.3507 0.1678  0.22
H 1.3284 -3.8885 0.0879  0.19
H 1.6863 1.9398 1.2508  0.14
H 2.8740 2.6424 0.2694  0.20
H 1.7848 2.9695 -1.6526  0.36
H 0.4491 2.2079 -1.1808  0.35
H 1.0641 -1.0854 -2.2750  0.52
H 1.5531 -1.2641 -3.8881  0.49
O 0.8637 -1.0641 -3.2961  -1.02
H -2.9091 0.5693 -0.5091  0.47
H -3.8484 0.5610 0.5895  0.48
O -3.3943 -0.0825 0.0311  -0.95
H 0.5435 2.5759 2.3527  0.48
H 0.0661 2.6345 3.8242  0.48
O -0.2722 2.7225 2.9633  -0.95
H -1.6941 2.3597 1.7962  0.51
H -1.8351 2.5394 0.2754  0.46
O -2.2235 2.1274 0.9881  -0.98
H -2.4534 -0.3947 -2.6570  0.49
H -0.7327 -0.4696 -2.9782  0.52
O -1.5677 0.0935 -2.6314  -1.04

Atomic forces in eV per Å
1.8974 0.8983 0.4953
-0.6711 0.8306 -0.4416
-2.2671 -1.2542 -1.7610
-2.3701 0.6642 -1.4343
-2.3354 2.6590 -2.9275
4.4781 0.9304 -1.3726
1.2632 2.4873 1.5322
-1.9915 -0.3464 0.8436
0.5201 0.3004 -1.6023
-1.0232 -1.3169 0.0761
1.5423 -1.5887 1.3281
-0.2819 -0.5360 -0.1532
0.4920 1.6329 2.6432
1.0616 -0.4414 1.9330
2.1102 -0.1981 1.0167
0.3314 -1.2314 1.4664
0.6000 -0.5609 -0.2509
-0.5033 -0.2049 0.1657
-1.2937 -0.9529 -0.2027
-1.2674 -0.7155 0.6652
-0.6117 -0.0645 -2.0204
-0.1961 -1.5070 -0.3111
0.4571 -0.0038 -0.0474
-0.1165 0.3007 -0.0920
0.4353 -0.0085 -2.2532
1.4977 -0.4244 -0.4785
-1.7783 0.4987 3.2469
0.1577 -0.8140 0.1241
-0.0454 -0.3620 0.3532
-0.1817 0.6557 -0.6461
-2.2143 0.4485 1.5502
0.5807 -0.1928 1.8445
1.5605 -0.1568 -3.3042
-0.5327 -0.2097 -1.0411
1.4729 1.6704 -2.3184
-0.8052 -1.0084 3.4011
2.3742 0.5493 -0.1252
-2.9750 1.2876 0.6327
0.6289 -1.7143 -0.5343

---

(2)
Below is a cluster of 7 separate species, C6H26NO7 in total in a non-equilibrium geometry, with properties calculated with ωB97M-V/def2-TZVPD.

Summary:
Total charge: -1
Kohn-Sham gap: 8.52 eV
ΔE to the lowest compared entry with this formula, charge and spin: 49.73 kcal per mole
LUMO level: 0.1150 Eh
E_HOMO: -5.39 eV

Last column: natural (NBO) charge in e.
Atoms and positions in Å:
C 0.5263 2.1120 -0.0197  -0.62
C 0.1356 1.0933 -1.0757  -0.02
C -0.8787 0.0414 -0.5703  -0.45
C -2.0861 -0.1990 -1.5308  -0.41
C -2.4240 -1.6738 -1.5439  -0.63
N 1.3524 0.5779 -1.7017  -0.70
C 1.2410 -0.5486 -2.5998  0.09
O 1.7210 -0.2188 -3.8844  -0.75
H -0.3746 2.6032 0.3553  0.20
H 1.2522 2.8095 -0.4420  0.21
H 0.8019 1.4742 0.8372  0.21
H -0.3148 1.7057 -1.8909  0.16
H -0.3948 -0.9398 -0.4955  0.23
H -1.3246 0.5127 0.3453  0.24
H -1.8419 0.1558 -2.5477  0.18
H -2.8546 0.5229 -1.2963  0.21
H -2.2642 -2.1649 -0.5945  0.24
H -3.4675 -1.9475 -1.8101  0.19
H -1.9808 -2.2132 -2.3849  0.20
H 2.1221 0.3303 -1.0673  0.41
H 0.2196 -0.9901 -2.7243  0.15
H 1.7168 -1.4412 -2.1886  0.15
H -1.2258 -1.8509 2.1656  0.44
H 0.0325 -1.9471 1.4374  0.51
O -0.8178 -2.4920 1.5657  -1.00
H -3.5471 1.9461 1.0603  0.47
H 2.2198 0.5990 -3.8253  0.47
O -2.7731 1.4222 0.8741  -0.98
H -2.3826 0.7952 3.8430  0.45
H 1.3023 1.2422 2.5978  0.46
O 0.7384 0.6703 3.1233  -1.05
H 0.9452 -0.2079 2.5165  0.51
H 2.2141 -1.4650 2.1134  0.43
O 1.4419 -1.2188 1.5954  -1.19
H -2.0475 1.5648 1.4872  0.51
H -0.8524 0.7798 3.4467  0.52
O -1.6914 1.3235 3.4876  -1.01
H 4.1570 -0.5100 0.5267  0.45
H 2.7809 -1.1108 0.5455  0.51
O 3.4394 -0.6881 -0.0808  -1.00

Atomic forces in eV per Å
-0.6611 -1.2322 0.5629
-0.2550 0.7148 -1.4763
-0.3944 0.9417 -0.5879
1.1311 0.7201 -0.5859
-1.9753 -0.6934 -0.9471
0.7539 -1.0585 -0.0489
-1.2573 -0.4757 0.4445
0.0771 -0.4299 -0.8787
0.0795 0.3818 -0.3486
0.1176 -0.0928 0.5570
0.8292 0.7017 -0.2730
-0.3120 -0.4633 0.3014
0.0809 0.5252 0.7961
1.1049 -1.8798 -0.9337
0.3413 -0.4533 0.0916
-0.6738 -0.3800 0.6171
0.4815 -0.1174 0.1722
-0.0706 0.7672 0.3867
0.9806 0.0552 0.3899
-0.7281 0.4663 0.2344
0.2596 1.1153 -0.0389
0.9786 0.2098 -0.0620
-0.4787 -0.4160 -0.0602
-0.0915 -1.2224 0.0260
0.3505 1.1016 0.2444
0.1124 0.4195 0.6380
-0.0449 0.0646 0.4318
-0.7334 -0.1028 -0.9019
-0.8047 -0.7269 0.3697
-0.1284 0.5991 0.2836
0.6945 -1.4078 -0.6230
-0.0821 0.4452 0.4266
-0.3166 -0.4296 0.4476
0.5209 0.4015 0.0172
-0.5332 0.4761 1.0550
-0.2047 0.8472 -0.0567
0.8089 0.3759 -0.2930
0.4349 0.2748 -0.0990
-0.5655 0.5949 -0.7463
0.1734 -0.6179 0.4673

---

(3)
Below is a cluster of 9 separate species, C6H26NO8 in total in a non-equilibrium geometry, with properties calculated with ωB97M-V/def2-TZVPD.

Summary:
Spin multiplicity: 2
Kohn-Sham gap (alpha / beta): 8.40 / 4.57 eV
ΔE to the lowest compared entry with this formula, charge and spin: 38.16 kcal per mole
LUMO level (alpha / beta): -0.0303 / -0.1710 Eh
E_HOMO (alpha / beta): -9.22 / -9.22 eV

Last column: natural (NBO) charge in e.
Atoms and positions in Å:
C 1.4077 -1.1221 -1.7598  0.44
O 2.1024 -0.9168 -2.7190  -0.50
C 0.3218 -2.1912 -1.6466  -0.52
C -1.0533 -1.7301 -2.0798  -0.48
C -1.3482 -0.3979 -1.4558  -0.02
C -1.7428 0.6110 -2.2438  0.01
N -1.9778 1.8319 -1.5791  -0.30
C -1.1086 2.9643 -2.0558  -0.46
H 1.6120 -0.6075 -0.8097  0.12
H -1.8513 -4.0995 -0.2881  -0.02
H 0.7272 -3.0429 -2.2066  0.25
H 0.2889 -2.3508 -0.5640  0.25
H -1.8474 -2.5057 -2.0316  0.28
H -1.0775 -1.7588 -3.1760  0.24
H -1.1125 -0.2270 -0.4149  0.24
H -2.0210 0.7295 -3.2808  0.24
H -1.8776 1.6216 -0.5828  0.43
H -0.7299 2.6431 -3.0142  0.23
H -1.7797 3.8209 -2.1473  0.23
H -0.5742 3.3596 -1.1765  0.30
H -0.9306 0.7112 2.0061  0.52
H -1.5917 2.0076 1.9333  0.49
O -1.7911 1.0841 1.6490  -1.04
H -1.9138 -3.8792 0.4054  0.02
H 1.9063 -1.8461 1.8361  0.50
O 1.4252 -2.7212 1.5977  -1.02
H 3.0692 1.3543 0.3073  0.45
H 3.1177 0.5962 1.6650  0.51
O 3.1992 1.5534 1.2430  -1.03
H 0.4336 -0.3693 3.5312  0.48
H 0.5019 -2.4680 1.6778  0.44
O 0.4297 0.2856 2.8098  -1.06
H 1.4181 0.0529 2.4393  0.52
H 3.2167 -1.0377 2.9284  0.48
O 2.6086 -0.6223 2.2967  -1.16
H 0.3758 1.4166 0.6349  0.46
H 1.4575 2.4277 1.1858  0.53
O 0.6773 2.3262 0.5954  -1.01
H -3.2829 0.0600 2.0389  0.49
H -3.0771 -0.8660 0.9741  0.44
O -3.7397 -0.7309 1.6693  -0.94

Atomic forces in eV per Å
0.2203 -0.2356 0.0183
-0.3970 -0.0453 -0.1338
0.7484 0.0416 0.6890
0.0659 -0.5158 -1.3030
-0.2335 -2.4467 -1.5082
-2.1088 3.5394 1.2012
3.0640 -1.7343 -0.2762
-2.9980 0.8482 1.0145
0.0039 0.3780 0.1872
0.0428 -0.1566 -0.3876
-0.5359 -0.0685 0.2751
0.1938 -0.7252 -0.1331
0.2468 0.3880 1.3902
0.2462 1.2140 -0.1564
-0.2199 -0.0190 0.2487
0.6533 -0.9488 -0.3565
-0.4617 0.7614 0.5266
0.8795 0.5026 0.1938
-0.2122 0.0928 -0.8137
1.0670 -1.0999 -0.5786
-0.0938 -0.6735 0.4013
-0.6000 -0.6097 -0.4213
0.9746 1.4649 0.0010
-0.0512 0.1307 0.4361
0.0026 -0.6064 -0.1663
-0.2118 0.2854 -0.3064
0.2348 0.2566 0.0254
0.0821 1.0127 -0.1105
-0.0204 -0.6948 -0.0868
-0.3593 0.4516 -0.3510
-0.1526 -0.1834 0.1974
0.3592 -0.3625 -0.2394
-0.7487 -0.0327 1.0792
-0.4185 0.4842 -0.1501
1.1254 -0.4672 -0.1171
0.4745 -0.0427 0.4939
-0.0720 -0.7501 -0.3614
-0.4966 0.8800 -0.3929
-0.6607 -0.4410 0.1790
-0.5171 -0.5314 0.0113
0.8849 0.6588 -0.2189